Record 1
Molecular formula: C3HNaO2
Method: DFT, wB97M-V/def2-TZVPD

Output
F_max ... 0.021 hartree/bohr
Total charge ... 0
HOMO ... -0.2547 Ha
Relative energy (zero: lowest compared OMol25 entry of this formula, charge and spin) ... 176.38 kJ/mol

Geometry as XYZ:
```
7
Properties=species:S:1:pos:R:3:forces:R:3
C -0.21624 -0.01132 -0.10475 -0.2 0.1 0.9
O 0.54908 -1.06184 0.00818 0.1 -0.5 -0.5
O 0.55273 1.05314 -0.02753 -0.8 0.0 -0.4
C 1.95643 0.73118 0.03766 0.8 0.0 0.1
C 1.92571 -0.61084 0.05499 -0.6 0.1 -0.1
H 2.66817 -1.39996 -0.01060 -0.3 0.3 0.2
Na -2.90882 -0.08270 0.14856 1.1 0.1 -0.1
```
Forces are in eV/Å.

***

Record 2
Molecular formula: C3HO2Sc
Method: DFT, wB97M-V/def2-TZVPD

Output
F_max ... 0.100 hartree/bohr
Total charge ... +2
HOMO (spin up / spin down) ... -0.6667 / -0.6662 Ha
Relative energy (zero: lowest compared OMol25 entry of this formula, charge and spin) ... 147.14 kJ/mol

Geometry as XYZ:
```
7
Properties=species:S:1:pos:R:3:forces:R:3
C -1.61768 -0.30995 -0.36540 -1.3 1.7 -0.3
C -1.06388 0.80919 -0.33806 2.2 -2.5 1.0
O 0.10623 1.26302 -0.00967 3.7 2.0 -0.4
C 1.72139 -0.71425 0.57431 -2.0 -3.9 -1.3
O 1.16554 -1.70275 0.37247 2.3 4.0 1.1
H -2.49371 -0.93407 -0.35579 0.2 -0.3 -0.1
Sc 2.18212 1.58882 0.12214 -5.0 -1.2 0.0
```
Forces are in eV/Å.

***

Record 3
Molecular formula: C3HOS
Method: DFT, wB97M-V/def2-TZVPD

Output
F_max ... 0.034 hartree/bohr
Total charge ... -1
HOMO ... -0.1543 Ha
Relative energy (zero: lowest compared OMol25 entry of this formula, charge and spin) ... 116.39 kJ/mol

Geometry as XYZ:
```
6
Properties=species:S:1:pos:R:3:forces:R:3
C 0.67798 0.03708 0.02066 -0.4 -0.2 0.0
C 1.88301 0.27340 0.06732 -0.8 -0.3 -0.3
C -1.53300 -0.32345 -0.03471 0.6 -1.6 0.4
O -1.73377 -1.49163 -0.00533 0.7 1.1 -0.2
S -2.23185 1.12431 -0.01357 -0.2 0.9 -0.1
H 2.93762 0.38028 -0.03438 0.0 0.1 0.1
```
Forces are in eV/Å.

***

Record 4
Molecular formula: C3HOS
Method: DFT, wB97M-V/def2-TZVPD

Output
F_max ... 0.158 hartree/bohr
Total charge ... -1
HOMO ... -0.0994 Ha
Relative energy (zero: lowest compared OMol25 entry of this formula, charge and spin) ... 366.86 kJ/mol

Geometry as XYZ:
```
6
Properties=species:S:1:pos:R:3:forces:R:3
C -0.11296 -1.31624 1.43797 1.7 4.9 6.2
C 0.90710 -1.44262 0.64030 3.7 -4.0 -3.7
C 0.66023 -2.73029 0.77503 0.4 1.0 -0.9
O -1.18298 -1.00472 1.65709 -6.5 0.5 -0.5
S -0.03188 -4.04596 1.34387 0.6 -1.4 -0.1
H 0.56932 -0.82570 2.82259 0.0 -0.9 -1.0
```
Forces are in eV/Å.